[1]
{"formula": "C32H27BBrNO7", "method": "ωB97M-V/def2-TZVPD", "species": ["Br", "C", "C", "H", "H", "H", "N", "H", "C", "O", "H", "H", "H", "C", "C", "H", "O", "H", "H", "O", "C", "B", "H", "C", "C", "H", "O", "C", "C", "C", "C", "C", "H", "H", "C", "H", "H", "C", "H", "C", "H", "C", "O", "H", "C", "H", "H", "C", "C", "C", "C", "H", "H", "O", "C", "C", "C", "C", "C", "C", "C", "H", "H", "C", "H", "C", "H", "O", "C"], "coordinates": [[-0.45, 8.35, -7.18], [-3.12, -0.32, -1.08], [0.68, 2.28, 2.25], [-0.61, 3.13, -4.29], [-2.02, 0.71, -4.12], [4.41, 3.98, -6.09], [-0.53, 6.61, -6.43], [-3.88, -0.95, -0.64], [0.96, -6.07, 5.51], [0.62, 2.56, -0.52], [4.27, -7.35, 3.98], [2.79, -5.88, 2.66], [-2.66, -4.52, 6.85], [-0.32, -5.60, 6.10], [-2.74, -2.87, 3.89], [-1.26, -3.02, 2.35], [-0.68, 2.37, -4.87], [-3.35, -2.16, 3.34], [1.53, 6.96, -6.11], [-0.66, -5.98, 7.20], [-1.36, 0.78, 3.42], [2.48, 4.74, -6.76], [-3.75, -0.74, -3.09], [0.73, 6.31, -5.73], [-1.30, 0.92, 2.04], [3.85, 5.33, -5.08], [2.36, 4.45, -8.12], [1.80, -6.89, 6.25], [1.33, -5.69, 4.22], [-1.17, -4.67, 5.31], [-3.14, -3.30, 5.16], [-1.17, 1.29, -2.24], [1.39, 2.59, 4.25], [-0.44, 1.28, 5.29], [-0.39, 1.39, 4.22], [0.61, 6.61, -4.68], [1.39, 4.49, -4.81], [0.47, -4.77, 3.42], [-4.06, -2.93, 5.59], [-1.23, 1.15, -0.86], [1.24, 2.42, -5.53], [2.52, -6.16, 3.67], [0.09, 3.98, -6.32], [3.64, -7.98, 6.29], [0.63, 2.13, 3.63], [0.02, 2.02, -6.76], [-0.65, 6.01, -7.24], [-0.23, 1.86, -0.02], [-3.05, -0.20, -2.46], [-2.07, 0.61, -3.05], [-0.29, 1.68, 1.45], [1.47, 2.85, 1.80], [1.52, -7.18, 7.26], [-3.20, -0.43, 1.71], [3.92, 4.96, -6.11], [3.34, -6.99, 4.41], [-2.22, 0.36, -0.28], [-1.57, -3.35, 3.33], [1.15, 4.82, -5.84], [-2.35, -4.20, 5.87], [2.99, -7.35, 5.71], [-2.15, 0.20, 3.88], [-0.41, 1.90, -2.69], [-0.78, -4.26, 4.04], [4.53, 5.61, -6.75], [0.23, 2.66, -5.90], [1.79, 3.70, -8.22], [0.79, -4.45, 2.29], [-2.31, 0.23, 1.20]], "nbo_charge": [0.128, -0.152, -0.184, 0.473, 0.241, 0.252, -0.633, 0.236, -0.153, -0.535, 0.218, 0.238, 0.237, 0.550, -0.199, 0.238, -0.721, 0.244, 0.195, -0.527, -0.154, 1.006, 0.218, -0.247, -0.147, 0.228, -0.891, -0.153, -0.054, -0.153, -0.196, -0.177, 0.219, 0.220, -0.191, 0.200, 0.189, 0.508, 0.218, -0.063, 0.136, -0.174, -0.553, 0.218, -0.187, 0.163, 0.378, 0.520, -0.193, -0.185, -0.054, 0.239, 0.239, -0.547, -1.015, -0.195, -0.151, -0.177, -0.254, -0.153, -0.194, 0.236, 0.230, -0.056, 0.250, 0.228, 0.494, -0.526, 0.556], "homo_ev": -9.2827, "smiles": "O=C1c2ccccc2C(=O)c2ccccc21.O=C1c2ccccc2C(=O)c2ccccc21.CB(O)[C@@H](CNBr)OCO", "energy_ev": -120164.163, "orbital_gap_ev": 8.23}



[2]
{"formula": "C15H18N2O2S", "method": "ωB97M-V/def2-TZVPD", "species": ["C", "C", "O", "H", "H", "C", "H", "H", "C", "N", "H", "S", "C", "C", "C", "C", "H", "C", "H", "H", "H", "H", "H", "C", "C", "O", "C", "H", "H", "H", "H", "C", "H", "H", "N", "C", "C", "H"], "coordinates": [[6.38, -1.13, 0.06], [-5.16, 0.78, -0.25], [0.19, -1.09, 0.90], [7.27, -1.74, 0.12], [-7.43, -0.57, -0.36], [-2.84, 0.64, 0.36], [2.04, 0.43, 1.50], [-6.77, -2.10, 0.25], [-6.61, -1.27, -0.44], [-0.54, 0.97, -0.45], [-6.02, 1.38, -0.53], [0.62, -0.16, -0.11], [5.35, 1.02, -0.16], [6.49, 0.24, -0.08], [-2.97, -0.74, 0.46], [4.09, 0.44, -0.11], [3.01, -1.41, 0.04], [3.99, -0.94, 0.02], [5.43, 2.09, -0.26], [-3.86, 2.47, -0.09], [-6.60, -1.67, -1.45], [-1.61, 2.38, 0.63], [-1.06, 0.95, 1.53], [-1.50, 1.29, 0.59], [-5.30, -0.60, -0.15], [1.07, -0.66, -1.37], [-4.18, -1.35, 0.21], [-0.94, 0.81, -1.36], [-4.27, -2.42, 0.29], [5.04, -2.79, 0.20], [3.07, 2.32, 0.08], [5.13, -1.72, 0.10], [7.46, 0.71, -0.12], [-2.11, -1.33, 0.74], [1.75, 0.81, 0.62], [-3.95, 1.39, 0.00], [2.85, 1.29, -0.20], [2.47, 1.28, -1.23]], "nbo_charge": [-0.219, -0.217, -0.954, 0.213, 0.215, -0.079, 0.409, 0.218, -0.627, -0.865, 0.208, 2.432, -0.245, -0.193, -0.154, 0.043, 0.222, -0.241, 0.208, 0.207, 0.221, 0.202, 0.227, -0.246, -0.015, -0.943, -0.214, 0.411, 0.208, 0.215, 0.203, -0.198, 0.212, 0.230, -0.865, -0.195, -0.267, 0.236], "e_above_lowest_kj_mol": 124.5, "homo_ev": -8.9580, "smiles": "Cc1ccc(CNS(=O)(=O)NCc2ccccc2)cc1", "energy_ev": -33757.544, "orbital_gap_ev": 9.79}



[3]
{"formula": "C2H4NO3S2", "method": "ωB97M-V/def2-TZVPD", "species": ["H", "S", "H", "H", "O", "H", "O", "C", "S", "C", "N", "O"], "coordinates": [[-1.18, 0.23, 1.46], [2.52, -0.23, -1.08], [-1.99, 0.14, -0.04], [1.54, -0.64, -1.95], [-2.71, 0.34, -1.61], [1.74, 0.25, 1.04], [-1.66, -0.09, -3.76], [1.26, 0.01, 0.14], [-1.52, 0.49, -2.43], [0.04, -0.25, -0.26], [-1.11, 0.15, 0.49], [-0.30, -0.64, -1.47]], "nbo_charge": [0.364, -0.148, 0.420, 0.189, -1.013, 0.208, -0.973, -0.556, 1.703, 0.476, -0.902, -0.768], "e_above_lowest_kj_mol": 58.9, "homo_ev": -3.2477, "energy_ev": -31442.532, "orbital_gap_ev": 6.73, "total_charge": -1}



[4]
{"formula": "C4H13N3", "method": "ωB97M-V/def2-TZVPD", "species": ["H", "N", "H", "C", "C", "H", "H", "N", "N", "C", "H", "H", "H", "H", "C", "H", "H", "H", "H", "H"], "coordinates": [[0.63, -2.14, 0.39], [2.02, 0.31, 0.14], [-1.48, -1.75, -0.30], [1.90, 1.57, -0.27], [1.76, -1.88, 0.44], [-3.02, 1.63, -0.22], [-0.63, -0.54, -1.10], [-1.90, 0.06, 0.52], [1.92, -0.81, -0.43], [-2.05, 1.44, 0.18], [2.26, 2.37, 0.22], [2.41, -2.66, 0.04], [2.28, 0.20, 1.18], [1.88, 1.77, -1.37], [-1.53, -0.79, -0.62], [-1.39, 1.74, -0.62], [-2.33, -0.76, -1.36], [1.96, -1.52, 1.41], [-1.83, 2.07, 1.00], [-2.86, -0.31, 0.77]], "nbo_charge": [0.200, -0.168, 0.187, -0.349, -0.428, 0.167, 0.204, -0.616, -0.333, -0.416, 0.188, 0.211, 0.344, 0.187, -0.412, 0.193, 0.156, 0.151, 0.193, 0.341], "e_above_lowest_kj_mol": 436.0, "homo_ev": -7.5268, "energy_ev": -8824.894, "orbital_gap_ev": 8.70}



[5]
{"formula": "C18H27CuN5O7Ta", "method": "ωB97M-V/def2-TZVPD", "species": ["H", "H", "O", "H", "C", "H", "H", "H", "C", "H", "Ta", "H", "C", "C", "N", "C", "H", "H", "H", "H", "H", "O", "O", "N", "H", "C", "O", "C", "O", "H", "H", "C", "C", "Cu", "H", "H", "H", "H", "C", "C", "H", "C", "C", "N", "N", "N", "O", "C", "H", "C", "C", "H", "H", "H", "H", "O", "C", "H", "C"], "coordinates": [[-1.85, -1.55, -2.49], [-1.29, 3.75, 0.36], [1.12, -0.02, -0.52], [-0.36, -0.44, -4.74], [3.61, -3.74, 1.32], [0.47, -0.57, -3.18], [-3.10, 1.91, -3.42], [5.43, -4.32, 0.31], [-2.85, 1.52, 3.23], [0.69, 1.95, -2.36], [-0.83, 0.40, 0.14], [3.30, -0.99, -1.43], [2.49, -2.87, 1.33], [1.26, -0.98, 0.35], [-2.21, -1.01, 0.33], [-0.15, 2.13, -1.68], [0.47, 0.98, -4.08], [-3.50, 2.34, 2.92], [-1.66, 3.96, 3.30], [-2.96, 1.36, 4.31], [-2.83, 2.79, 0.10], [6.42, -3.33, -1.75], [0.28, -1.10, 1.17], [-1.32, 1.86, 1.40], [0.57, 0.91, 3.22], [-1.39, 1.81, 2.89], [2.88, -4.85, 3.22], [-0.48, 0.75, 3.49], [4.78, -5.47, 2.31], [1.72, -2.95, 2.08], [-0.85, 3.05, 4.57], [4.47, -2.65, -0.67], [2.41, -1.88, 0.34], [-2.96, 1.82, -1.45], [-0.55, 0.84, 4.58], [-2.44, 1.19, -4.91], [-2.51, 3.58, 1.65], [0.04, 3.44, 3.09], [4.59, -3.64, 0.32], [-2.34, -0.72, -3.01], [-1.52, 2.46, -4.08], [-0.94, 3.16, 3.48], [-2.00, 3.05, 0.83], [5.44, -2.55, -1.74], [-1.17, 1.02, -1.75], [3.76, -4.74, 2.34], [-3.86, -2.63, 0.94], [-3.01, -1.87, 0.64], [-0.62, 3.09, -1.93], [-1.44, 0.49, -3.13], [-0.13, 0.10, -3.81], [0.26, 2.22, -0.63], [-3.28, -0.50, -2.48], [-2.61, -1.06, -4.02], [-0.78, -0.28, 3.24], [5.26, -1.68, -2.62], [-2.16, 1.59, -3.93], [-3.18, 0.61, 2.71], [3.39, -1.75, -0.66]], "nbo_charge": [0.233, 0.235, -0.723, 0.262, 0.026, 0.230, 0.143, 0.309, -0.621, 0.269, 2.333, 0.272, -0.079, 0.803, -0.936, -0.441, 0.225, 0.211, 0.216, 0.254, 0.088, -0.306, -0.664, -0.752, 0.223, 0.122, -0.337, -0.637, -0.316, 0.276, 0.254, 0.023, -0.171, 0.955, 0.261, 0.281, 0.269, 0.227, -0.067, -0.625, 0.240, -0.629, -0.383, 0.488, -0.856, 0.486, -0.388, 0.938, 0.235, 0.122, -0.644, 0.222, 0.200, 0.262, 0.225, -0.353, -0.612, 0.209, -0.085], "e_above_lowest_kj_mol": 0.0, "homo_ev": -15.7211, "energy_ev": -87058.773, "orbital_gap_ev": 7.75, "total_charge": 2}



[6]
{"formula": "C3H3FO3", "method": "ωB97M-V/def2-TZVPD", "species": ["O", "C", "O", "C", "H", "C", "H", "F", "O", "H"], "coordinates": [[-2.84, -0.09, -0.42], [-2.24, 0.57, 0.28], [0.82, -0.94, -0.40], [1.30, 1.41, -0.38], [2.26, 1.57, -1.07], [0.94, 0.19, -0.26], [0.36, -2.66, 0.32], [0.15, -3.52, 0.86], [-1.67, 1.16, 1.09], [0.92, 2.33, -0.01]], "nbo_charge": [-0.490, 1.017, -0.506, -0.767, 0.290, 0.717, 0.579, -0.590, -0.524, 0.275], "e_above_lowest_kj_mol": 53.7, "homo_ev": -10.1440, "smiles": "C=C=O.O=C=O.F", "energy_ev": -12018.660, "orbital_gap_ev": 10.09}